Record 1
ORCA calculation (ωB97M-V/def2-TZVPD) on the molecule C3H4N2OS in a non-equilibrium geometry.

Properties
* spin multiplicity: 1
* calculated total energy: -19034.2247 eV
* LUMO energy (spin up / spin down): -0.3 / -0.3 eV
* net charge: 0

Element x y z (Å)
C1 0.59 0.60 0.81
C2 -0.27 1.42 0.13
C3 0.26 -0.75 1.13
N1 -0.77 -1.49 0.85
N2 -1.57 -1.84 -1.63
O1 -1.52 0.98 -0.11
S1 -1.97 -0.84 -0.10
H1 1.62 0.87 1.06
H2 -0.09 2.48 -0.14
H3 1.16 -1.18 1.52
H4 -2.20 -1.48 -2.34

Atom charges from the Löwdin analysis, given in e for atoms 1 to 6: atom 1 (C): -0.094, atom 2 (C): -0.173, atom 3 (C): -0.230, atom 4 (N): -0.225, atom 5 (N): -0.254, atom 6 (O): -0.320

Record 2
ORCA calculation (ωB97M-V/def2-TZVPD) on the molecule C3H4N2OS in a non-equilibrium geometry.

Properties
* spin multiplicity: 1
* calculated total energy: -19036.4807 eV
* LUMO energy: 0.7 eV
* SMILES string: Cn1ncsc1=O
* net charge: 0

Element x y z (Å)
C1 2.06 1.60 0.38
C2 2.21 -0.92 -0.04
C3 -0.61 -0.71 0.08
N1 0.86 1.18 0.51
N2 0.66 -0.03 0.18
O1 2.24 -2.07 -0.07
S1 3.23 0.42 -0.18
H1 2.49 2.58 0.50
H2 -1.15 -0.46 -0.92
H3 -0.18 -1.77 0.03
H4 -1.21 -0.59 1.03

Atom charges from the Löwdin analysis, given in e for atoms 1 to 6: atom 1 (C): -0.479, atom 2 (C): -0.656, atom 3 (C): -0.072, atom 4 (N): -0.054, atom 5 (N): -0.208, atom 6 (O): 0.084

Record 3
ORCA calculation (ωB97M-V/def2-TZVPD) on the molecule C3H4N2OS in a non-equilibrium geometry.

Properties
* spin multiplicity: 1
* calculated total energy: -19033.4047 eV
* LUMO energy: 0.3 eV
* net charge: 0

Element x y z (Å)
C1 -1.47 1.18 0.01
C2 -1.82 -0.09 0.51
C3 1.18 -0.37 0.11
N1 -0.38 1.84 -0.14
N2 2.34 -0.96 0.24
O1 -2.18 -1.14 -0.11
S1 1.20 1.32 -0.11
H1 -2.36 1.82 0.01
H2 2.36 -1.97 0.36
H3 3.25 -0.51 0.21
H4 -2.13 -1.13 -1.10

Atom charges from the Löwdin analysis, given in e for atoms 1 to 6: atom 1 (C): -0.327, atom 2 (C): -0.107, atom 3 (C): -0.489, atom 4 (N): -0.368, atom 5 (N): -0.055, atom 6 (O): 0.058

Record 4
ORCA calculation (ωB97M-V/def2-TZVPD) on the molecule C3H4N2OS in a non-equilibrium geometry.

Properties
* spin multiplicity: 1
* calculated total energy: -19035.3180 eV
* LUMO energy: -1.1 eV
* SMILES string: O/C=N/C=C\N=S
* net charge: 0

Element x y z (Å)
C1 0.73 1.15 0.05
C2 -0.65 1.28 -0.10
C3 0.52 -1.07 0.44
N1 1.25 0.01 0.24
N2 -1.39 0.14 -0.10
O1 0.96 -2.24 -0.14
S1 -2.88 -0.26 -0.03
H1 1.38 1.87 -0.15
H2 -1.07 2.23 -0.48
H3 -0.35 -1.15 1.15
H4 1.48 -1.97 -0.90

Atom charges from the Löwdin analysis, given in e for atoms 1 to 6: atom 1 (C): -0.155, atom 2 (C): -0.201, atom 3 (C): -0.185, atom 4 (N): 0.065, atom 5 (N): -0.643, atom 6 (O): 0.067

Record 5
ORCA calculation (ωB97M-V/def2-TZVPD) on the molecule C3H4N2OS in a non-equilibrium geometry.

Properties
* spin multiplicity: 1
* calculated total energy: -19037.0714 eV
* LUMO energy: -0.4 eV
* SMILES string: O=CN/C=N/C=S
* net charge: 0

Element x y z (Å)
C1 0.30 -1.61 -1.30
C2 0.42 0.21 0.28
C3 -1.16 1.70 0.97
H1 -0.75 -1.22 -1.82
H2 1.78 -1.36 -0.07
H3 1.11 0.65 1.09
H4 -2.09 1.57 1.62
N1 0.94 -0.87 -0.36
N2 -0.78 0.59 0.19
O1 0.76 -2.83 -1.46
S1 -0.54 3.16 0.86

Atom charges from the Löwdin analysis, given in e for atoms 1 to 6: atom 1 (C): -0.231, atom 2 (C): -0.253, atom 3 (C): -0.760, atom 4 (H): 0.190, atom 5 (H): 0.158, atom 6 (H): 0.158

Record 6
ORCA calculation (ωB97M-V/def2-TZVPD) on a structure of composition C3H4N2OS in a non-equilibrium geometry.

Properties
* spin multiplicity: 1
* calculated total energy: -19034.2021 eV
* LUMO energy: -1.8 eV
* net charge: 0

Element x y z (Å)
C1 2.13 -0.09 -0.24
C2 0.03 0.78 0.00
C3 -1.47 0.60 0.17
H1 2.55 -2.03 0.77
H2 2.50 1.07 -1.02
H3 0.35 -1.35 0.10
H4 -2.01 1.47 1.02
N1 2.95 -1.05 0.13
N2 0.83 -0.36 0.05
O1 0.44 1.94 0.01
S1 -2.34 -0.78 -0.11

Atom charges from the Löwdin analysis, given in e for atoms 1 to 6: atom 1 (C): -0.329, atom 2 (C): -0.569, atom 3 (C): -0.549, atom 4 (H): 0.154, atom 5 (H): 0.258, atom 6 (H): 0.168

Record 7
ORCA calculation (ωB97M-V/def2-TZVPD) on the molecule C3H4N2OS in a non-equilibrium geometry.

Properties
* spin multiplicity: 1
* calculated total energy: -19037.6172 eV
* LUMO energy: -0.6 eV
* SMILES string: O=C/N=C/NC=S
* net charge: 0

Element x y z (Å)
C1 0.78 -1.37 1.34
C2 -0.15 -0.19 -0.66
C3 -0.68 2.11 -0.73
H1 0.85 -2.43 1.60
H2 0.19 -2.17 -0.39
H3 -0.47 -0.44 -1.69
H4 -0.54 3.01 -0.11
N1 0.29 -1.31 0.06
N2 -0.21 0.92 -0.09
O1 -1.20 2.15 -1.82
S1 1.13 -0.28 2.50

Atom charges from the Löwdin analysis, given in e for atoms 1 to 6: atom 1 (C): -0.722, atom 2 (C): -0.179, atom 3 (C): -0.291, atom 4 (H): 0.057, atom 5 (H): 0.112, atom 6 (H): 0.146

Record 8
ORCA calculation (ωB97M-V/def2-TZVPD) on the molecule C3H4N2OS in a non-equilibrium geometry.

Properties
* spin multiplicity: 1
* calculated total energy: -19033.5661 eV
* LUMO energy (spin up / spin down): -0.1 / -0.1 eV
* net charge: 0

Element x y z (Å)
C1 0.09 -0.64 -0.49
C2 -0.31 1.56 0.89
C3 -1.52 0.81 0.76
N1 -0.33 0.58 -0.10
N2 1.88 -1.99 -1.41
O1 0.19 2.54 1.35
S1 1.68 -0.77 -0.53
H1 -0.48 -1.56 -0.84
H2 -1.86 0.29 1.58
H3 -2.22 1.50 0.39
H4 2.89 -2.33 -1.59

Atom charges from the Löwdin analysis, given in e for atoms 1 to 6: atom 1 (C): -0.466, atom 2 (C): -0.413, atom 3 (C): -0.011, atom 4 (N): -0.051, atom 5 (N): -0.468, atom 6 (O): 0.142

Record 9
ORCA calculation (ωB97M-V/def2-TZVPD) on the molecule C3H4N2OS in a non-equilibrium geometry.

Properties
* spin multiplicity: 1
* calculated total energy: -19037.9678 eV
* LUMO energy: 0.6 eV
* SMILES string: Oc1c[nH]c(S)n1
* net charge: 0

Element x y z (Å)
C1 -1.08 -0.45 -0.03
C2 -0.78 0.90 0.01
C3 1.05 -0.20 -0.07
H1 -2.85 -0.38 -0.18
H2 -1.39 1.76 0.08
H3 1.14 1.94 0.23
H4 2.66 -1.87 0.20
N1 0.59 1.05 -0.13
N2 0.11 -1.16 -0.14
O1 -2.23 -1.08 0.03
S1 2.78 -0.50 -0.01

Atom charges from the Löwdin analysis, given in e for atoms 1 to 6: atom 1 (C): -0.439, atom 2 (C): -0.082, atom 3 (C): -0.810, atom 4 (H): 0.117, atom 5 (H): 0.092, atom 6 (H): 0.212

Record 10
ORCA calculation (ωB97M-V/def2-TZVPD) on a structure of composition C3H4N2OS2 in a non-equilibrium geometry.

Properties
* spin multiplicity: 1
* calculated total energy: -29870.5298 eV
* LUMO energy: -0.5 eV
* net charge: 0

Element x y z (Å)
C1 0.68 -0.20 -1.06
C2 0.67 0.13 1.03
C3 -0.60 0.01 -0.74
H1 0.92 0.17 -3.10
H2 2.14 -0.80 -2.15
H3 -0.48 1.26 2.68
H4 -2.09 -1.22 -2.38
N1 1.17 -0.46 -2.29
N2 1.44 -0.05 0.08
O1 -0.59 0.16 0.73
S1 0.80 0.00 2.91
S2 -1.96 0.20 -1.72

Atom charges from the Löwdin analysis, given in e for atoms 1 to 6: atom 1 (C): -0.465, atom 2 (C): -0.828, atom 3 (C): -0.652, atom 4 (H): 0.128, atom 5 (H): 0.121, atom 6 (H): 0.126

Record 11
ORCA calculation (ωB97M-V/def2-TZVPD) on a cluster of 2 separate species, C3H4N2S in total in a non-equilibrium geometry.

Properties
* spin multiplicity: 1
* calculated total energy: -16985.2726 eV
* LUMO energy (spin up / spin down): -1.2 / -1.2 eV
* SMILES string: [H]/N=N/C=S.C#C
* net charge: 0

Element x y z (Å)
C1 -2.10 0.50 -1.07
C2 -1.88 -0.58 -0.58
C3 1.35 -0.22 -0.34
N1 1.58 0.00 1.94
N2 1.15 -0.32 0.88
S1 1.86 1.15 -1.15
H1 -2.09 1.63 -1.02
H2 -1.80 -1.57 -0.28
H3 1.05 -0.96 -1.03
H4 0.88 0.37 2.65

Atom charges from the Löwdin analysis, given in e for atoms 1 to 6: atom 1 (C): -0.015, atom 2 (C): -0.028, atom 3 (C): -0.767, atom 4 (N): 0.171, atom 5 (N): -0.107, atom 6 (S): 0.528

Record 12
ORCA calculation (ωB97M-V/def2-TZVPD) on the molecule C3H4N2S in a non-equilibrium geometry.

Properties
* spin multiplicity: 1
* calculated total energy: -16989.6676 eV
* LUMO energy: 0.7 eV
* SMILES string: N#C[C@]1(N)CS1
* net charge: 0

Element x y z (Å)
C1 0.99 -0.93 -0.63
C2 0.04 1.31 -0.32
C3 0.03 -0.14 0.12
N1 1.66 -1.51 -1.37
N2 -1.04 -0.84 0.59
S1 1.06 0.98 1.13
H1 -0.97 1.77 -0.15
H2 0.53 1.50 -1.34
H3 -0.77 -1.82 0.71
H4 -1.53 -0.32 1.25

Atom charges from the Löwdin analysis, given in e for atoms 1 to 6: atom 1 (C): -0.259, atom 2 (C): -0.381, atom 3 (C): -0.855, atom 4 (N): 0.169, atom 5 (N): 0.090, atom 6 (S): 0.841

Record 13
ORCA calculation (ωB97M-V/def2-TZVPD) on the molecule C3H4N2S in a non-equilibrium geometry.

Properties
* spin multiplicity: 1
* calculated total energy: -16986.7867 eV
* LUMO energy (spin up / spin down): -0.2 / -0.3 eV
* net charge: 0

Element x y z (Å)
C1 -0.83 -1.01 0.50
C2 0.50 -0.59 0.58
C3 -1.97 0.37 -1.15
N1 -1.66 -0.29 -0.19
N2 2.54 0.83 -0.01
S1 1.01 0.73 -0.33
H1 -1.20 -1.86 1.04
H2 1.23 -1.09 1.19
H3 -2.54 1.28 -1.15
H4 2.94 1.62 -0.49

Atom charges from the Löwdin analysis, given in e for atoms 1 to 6: atom 1 (C): -0.253, atom 2 (C): -0.389, atom 3 (C): 0.059, atom 4 (N): -0.076, atom 5 (N): -0.412, atom 6 (S): 0.888

Record 14
ORCA calculation (ωB97M-V/def2-TZVPD) on the molecule C3H4N2S in a non-equilibrium geometry.

Properties
* spin multiplicity: 1
* calculated total energy: -16990.0066 eV
* LUMO energy: 0.2 eV
* SMILES string: S=C1CC=NN1
* net charge: 0

Element x y z (Å)
C1 -0.32 -0.05 -0.99
C2 -0.46 -0.68 0.43
C3 0.49 0.13 1.20
H1 -0.27 -1.77 0.41
H2 -1.53 -0.57 0.78
H3 0.70 0.00 2.21
H4 0.86 1.69 -1.37
N1 1.10 0.99 0.44
N2 0.59 0.86 -0.82
S1 -1.17 -0.59 -2.30

Atom charges from the Löwdin analysis, given in e for atoms 1 to 6: atom 1 (C): -0.859, atom 2 (C): -0.153, atom 3 (C): -0.133, atom 4 (H): 0.126, atom 5 (H): 0.140, atom 6 (H): 0.094

Record 15
ORCA calculation (ωB97M-V/def2-TZVPD) on the molecule C3H4N2S in a non-equilibrium geometry.

Properties
* spin multiplicity: 1
* calculated total energy: -16986.6693 eV
* LUMO energy (spin up / spin down): -0.8 / -0.9 eV
* net charge: 0

Element x y z (Å)
C1 -0.42 0.00 -0.50
C2 0.50 0.85 -0.75
C3 -1.52 -1.39 1.14
N1 2.81 1.84 -0.89
N2 -1.41 -0.59 -0.09
S1 1.48 1.75 -1.67
H1 -0.66 -1.18 1.80
H2 -2.47 -1.38 1.66
H3 -1.65 -2.43 0.61
H4 3.34 2.53 -1.31

Atom charges from the Löwdin analysis, given in e for atoms 1 to 6: atom 1 (C): -0.235, atom 2 (C): -0.392, atom 3 (C): -0.097, atom 4 (N): -0.359, atom 5 (N): 0.006, atom 6 (S): 0.901

Record 16
ORCA calculation (ωB97M-V/def2-TZVPD) on a cluster of 2 separate species, C3H4N2S in total in a non-equilibrium geometry.

Properties
* spin multiplicity: 1
* calculated total energy: -16985.8732 eV
* LUMO energy: -1.4 eV
* net charge: 0

Element x y z (Å)
C1 -1.71 -0.20 0.17
C2 0.65 1.73 0.12
C3 0.68 0.48 0.38
N1 -2.74 0.32 0.07
N2 0.36 -1.89 -0.49
S1 1.38 -0.99 0.55
H1 1.55 2.09 -0.38
H2 -0.13 2.44 0.29
H3 0.35 -2.86 -0.15
H4 -0.40 -1.13 -0.55

Atom charges from the Löwdin analysis, given in e for atoms 1 to 6: atom 1 (C): -0.285, atom 2 (C): 0.003, atom 3 (C): -0.492, atom 4 (N): -0.059, atom 5 (N): -0.303, atom 6 (S): 0.966

Record 17
ORCA calculation (ωB97M-V/def2-TZVPD) on a cluster of 2 separate species, C3H4N2S in total in a non-equilibrium geometry.

Properties
* spin multiplicity: 1
* calculated total energy: -16986.7295 eV
* LUMO energy (spin up / spin down): -2.6 / -2.6 eV
* SMILES string: N#CN=S.C=C
* net charge: 0

Element x y z (Å)
C1 2.37 -0.45 -0.62
C2 -1.00 1.03 0.09
C3 -1.70 -0.08 0.02
N1 2.70 0.08 -1.58
N2 2.16 -1.11 0.39
S1 1.18 -1.45 1.54
H1 -1.51 1.92 0.41
H2 -0.13 1.12 -0.37
H3 -1.43 -0.96 -0.56
H4 -2.64 -0.09 0.67

Atom charges from the Löwdin analysis, given in e for atoms 1 to 6: atom 1 (C): -0.511, atom 2 (C): -0.085, atom 3 (C): -0.096, atom 4 (N): 0.179, atom 5 (N): -0.447, atom 6 (S): 0.808

Record 18
ORCA calculation (ωB97M-V/def2-TZVPD) on the molecule C3H4N2S in a non-equilibrium geometry.

Properties
* spin multiplicity: 1
* calculated total energy: -16985.0683 eV
* LUMO energy (spin up / spin down): -0.8 / -1.1 eV
* net charge: 0

Element x y z (Å)
C1 0.12 -0.89 0.24
C2 1.40 -0.92 0.30
C3 -2.23 -0.14 0.07
N1 2.83 1.36 -0.53
N2 -1.10 -1.00 0.25
S1 3.00 -0.56 0.21
H1 -2.25 0.78 0.70
H2 -2.31 0.34 -1.03
H3 -3.13 -0.76 0.10
H4 3.67 1.78 -0.31

Atom charges from the Löwdin analysis, given in e for atoms 1 to 6: atom 1 (C): -0.206, atom 2 (C): -0.522, atom 3 (C): -0.134, atom 4 (N): -0.108, atom 5 (N): 0.019, atom 6 (S): 0.799

Record 19
ORCA calculation (ωB97M-V/def2-TZVPD) on the molecule C3H4N2S in a non-equilibrium geometry.

Properties
* spin multiplicity: 1
* calculated total energy: -16988.7009 eV
* LUMO energy: 0.5 eV
* SMILES string: N#CN[C@H]1CS1
* net charge: 0

Element x y z (Å)
C1 0.58 1.43 -0.51
C2 -0.22 -0.25 0.77
C3 -0.41 -1.12 -0.44
N1 -0.25 1.12 0.50
N2 1.17 1.45 -1.49
S1 1.33 -1.14 0.12
H1 -0.43 1.84 1.29
H2 -0.50 -0.44 1.73
H3 -0.73 -2.16 -0.60
H4 -0.54 -0.72 -1.35

Atom charges from the Löwdin analysis, given in e for atoms 1 to 6: atom 1 (C): -0.408, atom 2 (C): -0.510, atom 3 (C): -0.388, atom 4 (N): -0.015, atom 5 (N): 0.156, atom 6 (S): 0.788

Record 20
ORCA calculation (ωB97M-V/def2-TZVPD) on the molecule C3H4N2S2 in a non-equilibrium geometry.

Properties
* spin multiplicity: 1
* calculated total energy: -27824.0563 eV
* LUMO energy: -1.1 eV
* SMILES string: [H]/N=C\N(C=S)C=S
* net charge: 0

Element x y z (Å)
C1 -0.76 0.90 0.26
C2 1.47 -0.13 -0.21
C3 -0.60 -1.52 0.11
H1 -0.08 2.22 -1.00
H2 -1.53 0.78 1.05
H3 1.51 1.02 0.05
H4 0.01 -2.31 0.50
N1 -0.71 2.14 -0.27
N2 0.09 -0.31 -0.10
S1 2.72 -1.12 -0.13
S2 -2.12 -1.67 -0.26

Atom charges from the Löwdin analysis, given in e for atoms 1 to 6: atom 1 (C): -0.187, atom 2 (C): -0.736, atom 3 (C): -0.709, atom 4 (H): 0.004, atom 5 (H): 0.105, atom 6 (H): 0.104

Respective energy relative to the best compared isomer or geometry (same formula, charge and spin) values: 111.24; 59.21; 130.15; 86.02; 45.59; 111.76; 33.01; 126.43; 24.92; 83.34; 143.40; 42.05; 108.49; 34.23; 111.19; 129.55; 109.81; 148.11; 64.35; 63.02 kcal per mole.